a) # C6H9N2O2

A structure of composition C6H9N2O2 (ωB97M-V with the def2-TZVPD basis set, the OMol25 dataset).

total charge	+1
gap between HOMO and LUMO (alpha / beta)	0.27057 / 0.27048	Ha

Geometry (Å):
1 C -0.426 -0.066 -0.435
2 C -0.949 -0.613 0.700
3 C 0.019 1.189 0.847
4 C -1.660 -1.906 1.078
5 C 1.651 -0.144 -1.797
6 C 0.134 -0.152 -1.711
7 N -0.677 0.400 1.585
8 N 0.650 2.492 1.219
9 O 1.353 2.935 0.351
10 O 0.459 2.850 2.308
11 H -2.449 -1.708 1.860
12 H -0.858 -2.618 1.427
13 H -2.082 -2.295 0.110
14 H 2.094 0.836 -1.648
15 H 1.878 -0.364 -2.749
16 H 1.947 -0.881 -1.155
17 H -0.169 -1.031 -2.211
18 H -0.186 0.723 -2.364
19 H -0.728 0.354 2.585

b) # C6H9N2O2

A cluster of 2 separate species, C6H9N2O2 in total (ωB97M-V with the def2-TZVPD basis set, the OMol25 dataset).

total charge	+1
gap between HOMO and LUMO	0.31136	Ha

Geometry (Å):
1 C -2.319 0.721 -1.401
2 C -2.256 -0.371 -0.647
3 C 1.762 -0.075 1.035
4 C -1.138 -1.292 1.386
5 C -1.102 -0.758 0.125
6 C 0.187 -0.323 -0.356
7 N 2.718 0.672 0.787
8 N 0.640 0.009 -1.515
9 O 1.635 -0.648 2.171
10 O 2.807 1.597 -0.258
11 H -3.233 0.984 -1.795
12 H -1.419 1.470 -1.592
13 H -3.059 -1.005 -0.539
14 H -0.328 -1.531 2.015
15 H -2.023 -1.622 1.711
16 H 3.444 2.316 -0.128
17 H 2.144 -0.367 2.937
18 H 0.019 -0.295 -2.254
19 H 1.520 0.518 -1.681

Ranking the structures above from most stable to least stable yields b), a).